*1*
{"formula": "C18H26N2O5", "method": "wB97M-V/def2-TZVPD", "elements": ["C", "C", "O", "C", "O", "N", "C", "C", "N", "C", "O", "C", "C", "C", "C", "O", "C", "C", "C", "O", "C", "C", "C", "C", "C", "H", "H", "H", "H", "H", "H", "H", "H", "H", "H", "H", "H", "H", "H", "H", "H", "H", "H", "H", "H", "H", "H", "H", "H", "H", "H"], "xyz": [[5.27, 2.35, -1.50], [4.27, 1.25, -1.83], [4.17, 0.30, -0.77], [3.36, 0.65, 0.25], [2.74, 1.68, 0.31], [3.38, -0.29, 1.25], [2.32, -0.23, 2.24], [1.31, -1.37, 1.97], [1.45, -1.82, 0.61], [0.64, -1.47, -0.43], [0.87, -1.82, -1.57], [-0.58, -0.67, -0.07], [-0.50, 0.68, 0.21], [-1.66, 1.40, 0.47], [-2.90, 0.78, 0.44], [-4.10, 1.38, 0.70], [-4.15, 2.78, 0.88], [-4.04, 3.55, -0.44], [-2.98, -0.60, 0.13], [-4.24, -1.12, 0.14], [-4.46, -2.42, -0.35], [-4.35, -2.52, -1.87], [-1.82, -1.30, -0.12], [2.73, -2.44, 0.32], [3.85, -1.63, 1.01], [4.91, 2.93, -0.65], [6.24, 1.93, -1.26], [5.37, 3.02, -2.36], [3.29, 1.67, -2.03], [4.60, 0.66, -2.69], [1.84, 0.75, 2.15], [2.76, -0.33, 3.24], [1.51, -2.22, 2.63], [0.29, -1.03, 2.14], [0.45, 1.19, 0.21], [-1.57, 2.45, 0.68], [-3.40, 3.12, 1.59], [-5.14, 2.95, 1.32], [-4.82, 3.22, -1.12], [-3.07, 3.37, -0.91], [-4.15, 4.61, -0.25], [-5.48, -2.66, -0.03], [-3.78, -3.14, 0.14], [-5.04, -1.82, -2.33], [-4.59, -3.53, -2.19], [-3.34, -2.27, -2.20], [-1.85, -2.35, -0.36], [2.73, -3.48, 0.68], [2.84, -2.44, -0.76], [4.74, -1.60, 0.39], [4.11, -2.06, 1.98]], "total_charge": 0, "spin_multiplicity": 1, "orbital_gap_ev": 8.82, "e_lumo_ha": 0.031, "smiles": "CCOC(=O)N1CCN(C(=O)c2ccc(OCC)c(OCC)c2)CC1"}

---

*2*
{"formula": "C18H26N2O5", "method": "wB97M-V/def2-TZVPD", "elements": ["C", "C", "C", "O", "C", "O", "C", "C", "C", "O", "N", "C", "C", "N", "C", "C", "C", "C", "O", "C", "C", "C", "O", "C", "C", "H", "H", "H", "H", "H", "H", "H", "H", "H", "H", "H", "H", "H", "H", "H", "H", "H", "H", "H", "H", "H", "H", "H", "H", "H", "H"], "xyz": [[-6.51, -0.64, 1.01], [-5.88, -0.70, -0.37], [-4.45, -1.25, -0.32], [-3.59, -0.40, 0.44], [-3.05, 0.63, -0.18], [-3.28, 0.95, -1.32], [-2.05, 1.34, 0.71], [-0.66, 0.63, 0.58], [-0.58, -0.14, -0.74], [-0.81, -1.33, -0.83], [-0.21, 0.62, -1.78], [-0.02, 2.04, -1.63], [0.86, 2.29, -0.41], [0.40, 1.59, 0.79], [1.50, 1.15, 1.64], [2.48, 0.21, 0.97], [3.72, 0.68, 0.57], [4.60, -0.16, -0.11], [5.84, 0.20, -0.53], [6.31, 1.49, -0.22], [4.21, -1.46, -0.41], [2.96, -1.93, -0.02], [2.67, -3.21, -0.37], [1.39, -3.72, -0.07], [2.10, -1.10, 0.69], [-5.91, -0.03, 1.68], [-7.51, -0.21, 0.95], [-6.59, -1.64, 1.44], [-6.46, -1.35, -1.03], [-5.85, 0.30, -0.81], [-4.04, -1.35, -1.33], [-4.42, -2.21, 0.19], [-1.95, 2.38, 0.40], [-2.38, 1.30, 1.74], [-0.62, -0.13, 1.38], [-0.20, 0.20, -2.70], [0.48, 2.43, -2.52], [-0.99, 2.55, -1.53], [0.90, 3.36, -0.19], [1.88, 1.96, -0.66], [1.06, 0.68, 2.52], [2.02, 2.05, 1.97], [4.00, 1.69, 0.81], [7.33, 1.53, -0.62], [5.70, 2.26, -0.69], [6.35, 1.65, 0.86], [4.88, -2.10, -0.96], [1.26, -3.83, 1.01], [0.60, -3.09, -0.48], [1.35, -4.70, -0.54], [1.15, -1.47, 1.03]], "total_charge": 0, "spin_multiplicity": 1, "orbital_gap_ev": 8.98, "e_lumo_ha": 0.025, "smiles": "CCCOC(=O)C[C@H]1C(=O)NCCN1Cc1cc(OC)cc(OC)c1"}

---

Compare the structures above. Which one is the most stable? *1* is.